1.
Below is C12H17BCaN6O as an isolated structure, with properties calculated with ωB97M-V/def2-TZVPD.

Summary:
energy above the lowest of the compared OMol25 structures with the same formula, charge and spin: 21.48 kcal/mol
LUMO energy: -0.16 eV

The geometry in XYZ format:
```
38
Properties=species:S:1:pos:R:3:lowdin_charge:R:1
H -1.366 -2.835 -2.103 0.108
N -0.250 -1.051 -1.750 -0.136
B 1.609 0.758 -1.906 -0.481
N 0.738 -0.405 -2.495 -0.021
C 0.785 -0.957 -3.720 -0.072
Ca -1.831 -0.041 -0.456 1.400
H 1.477 -0.562 -4.453 0.124
C -0.124 -2.009 -3.784 -0.064
H -0.339 -2.637 -4.626 0.089
C -0.698 -2.085 -2.504 -0.151
H 2.356 1.171 -2.735 0.109
C -0.427 -0.669 4.077 -0.061
H -1.042 -0.307 4.906 0.013
H -0.825 -0.265 3.130 -0.015
H 0.597 -0.307 4.194 0.007
N 2.451 0.184 -0.705 -0.059
N 0.696 1.908 -1.376 -0.022
N 1.800 -0.351 0.380 0.039
N -0.319 1.642 -0.456 -0.140
C 3.790 0.113 -0.519 -0.101
C 0.743 3.239 -1.613 -0.059
H 4.472 0.485 -1.262 0.105
H 1.452 3.627 -2.323 0.121
C 4.018 -0.488 0.724 -0.086
C -0.197 3.869 -0.792 -0.064
C 2.733 -0.753 1.250 -0.163
C -0.797 2.844 -0.043 -0.149
H 4.958 -0.700 1.184 0.073
H -0.402 4.929 -0.722 0.094
H 2.478 -1.213 2.200 0.092
H -1.499 2.906 0.775 0.108
H -0.449 -1.755 4.034 0.013
C -4.612 -1.597 2.617 -0.141
C -3.689 -1.028 1.604 -0.414
O -3.877 -0.406 0.573 -0.293
H -3.925 -2.139 3.291 0.053
H -5.358 -2.303 2.210 0.073
H -5.124 -0.810 3.194 0.075
```

=====

2.
Below is C19H20CaCl4GeN3OS as an isolated structure, with properties calculated with ωB97M-V/def2-TZVPD.

Summary:
2S+1: 2
energy above the lowest of the compared OMol25 structures with the same formula, charge and spin: 5.19 kcal/mol
LUMO energy (alpha / beta): -0.07 / -0.07 eV

The geometry in XYZ format:
```
50
Properties=species:S:1:pos:R:3:lowdin_charge:R:1
Ca 1.533 0.399 1.077 1.001
C -1.702 -1.695 3.403 -0.106
C -0.901 -1.298 2.205 -0.787
O 0.393 -1.204 2.221 -0.380
H -1.569 -2.757 3.645 0.081
H -2.766 -1.509 3.253 0.066
H -1.358 -1.109 4.257 0.082
Cl 2.957 1.348 3.292 -0.147
Ge 4.147 -0.714 3.522 0.107
Cl 6.165 0.139 3.206 -0.123
Cl 3.746 -1.280 1.214 -0.122
C 1.542 -3.691 -0.539 -0.053
N 0.508 -3.014 0.226 0.009
C -0.562 -2.470 -0.318 -0.657
N -0.806 -2.597 -1.630 0.156
S -1.699 -1.560 0.616 1.055
H 2.286 -4.063 0.158 0.087
H 2.031 -3.004 -1.233 0.066
H 1.121 -4.535 -1.087 0.095
H 0.744 -2.669 1.158 0.095
H -0.015 -2.698 -2.255 0.098
H -1.544 -2.022 -2.009 0.100
Cl -3.586 2.825 3.028 0.697
C -1.952 3.186 2.599 -0.640
C -1.420 4.445 2.815 -0.072
C -0.102 4.667 2.454 -0.037
C 0.622 3.628 1.895 -0.147
N 0.103 2.418 1.677 -0.031
C -1.163 2.199 2.032 -0.164
H -2.025 5.225 3.255 0.115
H 0.359 5.632 2.609 0.114
H 1.658 3.765 1.612 0.107
H -1.563 1.204 1.867 0.085
C -2.523 0.875 -3.595 -0.094
C -2.372 1.393 -2.291 -0.090
C -1.210 1.183 -1.603 -0.080
C -0.125 0.446 -2.148 -0.251
C 1.053 0.190 -1.362 -0.190
C 2.034 -0.529 -2.019 -0.214
C 1.916 -1.009 -3.349 -0.114
C 0.774 -0.786 -4.061 -0.071
C -0.286 -0.046 -3.472 -0.211
C -1.498 0.179 -4.172 -0.055
H -3.446 1.039 -4.136 0.098
H -3.181 1.957 -1.842 0.099
H -1.086 1.588 -0.607 0.071
H 2.964 -0.764 -1.503 0.040
H 2.737 -1.553 -3.805 0.100
H 0.669 -1.146 -5.079 0.106
H -1.598 -0.209 -5.180 0.107
```

=====

3.
Below is CoFNO4S2 as an isolated structure, with properties calculated with ωB97M-V/def2-TZVPD.

Summary:
2S+1: 4
LUMO energy (alpha / beta): -12.49 / -13.79 eV
net charge: +2

The geometry in XYZ format:
```
9
Properties=species:S:1:pos:R:3:lowdin_charge:R:1
Co 1.533 -2.043 -0.072 1.449
F -0.323 -1.657 -0.021 -0.289
N -0.427 0.959 -0.028 -0.208
S -1.431 -0.333 0.121 0.734
O -1.882 -0.444 1.465 -0.116
O -2.216 -0.456 -1.058 -0.105
S 1.069 1.080 -0.122 0.910
O 1.623 2.364 -0.379 -0.062
O 1.912 -0.109 -0.151 -0.313
```

=====

4.
Below is a 2-piece molecular cluster, C10H16O overall, with properties calculated with ωB97M-V/def2-TZVPD.

Summary:
energy above the lowest of the compared OMol25 structures with the same formula, charge and spin: 59.14 kcal/mol
LUMO energy: 0.79 eV
SMILES: Cc1ccc(O)cc1.CCC

The geometry in XYZ format:
```
27
Properties=species:S:1:pos:R:3:lowdin_charge:R:1
C -0.828 0.982 -2.214 -0.087
C 0.274 0.861 -1.324 -0.367
C 1.130 -0.210 -1.322 -0.093
C 0.722 1.966 -0.534 -0.054
C 2.280 -0.313 -0.594 -0.011
C 1.791 1.890 0.295 -0.046
C 2.660 0.777 0.275 -0.317
O 3.772 0.742 1.029 0.058
H -0.254 1.129 -3.256 0.146
H -1.430 1.836 -2.039 0.071
H 0.857 -1.093 -2.011 0.149
H -0.025 2.770 -0.275 0.130
H 3.008 -1.068 -0.569 0.093
H 1.993 2.775 1.003 0.142
H 3.937 -0.172 1.238 0.099
H -1.410 0.090 -2.368 0.062
C -2.106 -1.668 1.319 -0.255
C -1.968 -0.995 -0.092 -0.140
C -1.099 -1.033 2.300 -0.126
H -3.174 -1.547 1.512 0.088
H -1.746 -2.798 1.167 0.136
H -2.858 -1.230 -0.719 0.083
H -0.327 -0.432 1.935 0.030
H -1.458 -0.216 2.911 0.064
H -1.159 -1.384 -0.641 0.034
H -2.000 0.047 -0.007 0.048
H -0.581 -1.706 2.980 0.065
```

=====

5.
Below is a 12-piece molecular cluster, C58H63N11O3S overall, with properties calculated with ωB97M-V/def2-TZVPD.

Summary:
LUMO energy: 0.38 eV
SMILES: CCOS(C)(=O)=O.c1ccncc1.c1ccncc1.c1ccncc1.c1ccncc1.c1ccncc1.c1ccncc1.c1ccncc1.c1ccncc1.c1ccncc1.c1ccncc1.c1ccncc1

The geometry in XYZ format:
```
136
Properties=species:S:1:pos:R:3:lowdin_charge:R:1
O 4.289 18.696 16.310 -0.293
S 5.084 17.738 16.999 0.537
O 5.348 17.937 18.388 -0.274
O 4.451 16.317 16.901 -0.248
C 3.232 16.035 16.250 -0.236
C 2.026 16.415 17.143 -0.029
C 6.581 17.549 16.068 -0.106
H 3.368 14.969 16.086 0.103
H 3.232 16.557 15.301 0.100
H 2.209 16.044 18.142 0.067
H 1.075 16.049 16.694 0.076
H 1.954 17.520 17.142 0.072
H 7.208 16.927 16.679 0.028
H 7.080 18.493 15.957 0.049
H 6.332 17.076 15.090 0.080
N 0.646 21.321 19.615 0.044
C 1.415 21.478 20.732 -0.136
C 2.767 21.112 20.722 -0.071
C 3.377 20.650 19.538 -0.075
C 2.541 20.527 18.443 -0.100
C 1.209 20.898 18.466 -0.135
H 0.876 21.737 21.643 0.099
H 3.345 21.037 21.640 0.095
H 4.379 20.273 19.516 0.085
H 2.922 20.109 17.535 0.055
H 0.687 20.773 17.477 0.118
N 3.837 14.431 13.407 0.058
C 4.993 14.168 13.960 -0.158
C 5.189 12.986 14.751 -0.051
C 4.143 12.137 15.069 -0.058
C 2.911 12.515 14.544 -0.075
C 2.830 13.601 13.693 -0.149
H 5.813 14.798 13.684 0.053
H 6.199 12.793 15.101 0.090
H 4.303 11.391 15.813 0.100
H 1.957 12.013 14.676 0.079
H 1.902 13.888 13.269 0.096
N 9.022 13.633 17.125 0.067
C 10.028 13.716 18.015 -0.171
C 9.930 14.394 19.228 -0.067
C 8.741 15.096 19.582 -0.030
C 7.749 15.092 18.593 -0.089
C 7.890 14.396 17.416 -0.140
H 10.942 13.196 17.838 0.091
H 10.799 14.380 19.850 0.090
H 8.681 15.710 20.458 0.089
H 6.923 15.792 18.609 0.082
H 7.138 14.464 16.600 0.096
N 9.936 18.418 15.932 0.068
C 10.620 17.485 16.622 -0.171
C 11.872 17.688 17.160 -0.079
C 12.521 18.923 16.981 -0.051
C 11.809 19.891 16.251 -0.051
C 10.478 19.642 15.793 -0.134
H 10.133 16.549 16.692 0.081
H 12.333 16.917 17.752 0.103
H 13.525 19.059 17.338 0.101
H 12.166 20.849 15.999 0.081
H 9.944 20.357 15.168 0.093
N 7.696 21.461 16.254 0.076
C 6.385 21.467 16.135 -0.167
C 5.587 21.901 17.129 -0.066
C 6.140 22.394 18.322 -0.059
C 7.504 22.461 18.421 -0.065
C 8.242 21.926 17.365 -0.156
H 5.909 21.092 15.256 0.080
H 4.509 21.944 17.033 0.092
H 5.505 22.690 19.145 0.105
H 8.024 22.750 19.310 0.102
H 9.303 21.853 17.550 0.097
N 9.995 18.189 21.667 0.056
C 8.704 18.439 21.964 -0.125
C 7.768 18.913 20.996 -0.058
C 8.221 19.134 19.722 -0.056
C 9.605 18.971 19.486 -0.067
C 10.409 18.475 20.453 -0.193
H 8.276 18.219 22.915 0.089
H 6.772 19.038 21.362 0.093
H 7.542 19.273 18.907 0.083
H 10.078 19.238 18.588 0.057
H 11.457 18.227 20.181 0.114
N 1.088 12.018 20.678 0.059
C 0.185 12.999 20.775 -0.162
C 0.510 14.284 21.151 -0.099
C 1.802 14.660 21.200 -0.082
C 2.758 13.654 20.986 -0.064
C 2.379 12.326 20.816 -0.152
H -0.863 12.764 20.585 0.112
H -0.339 14.918 21.345 0.105
H 2.174 15.603 21.558 0.108
H 3.806 13.877 21.083 0.095
H 2.968 11.442 20.870 0.098
N 0.683 11.048 16.441 0.052
C 1.308 11.851 17.312 -0.158
C 0.841 13.158 17.562 -0.084
C -0.332 13.662 16.991 -0.074
C -0.985 12.805 16.125 -0.083
C -0.426 11.571 15.829 -0.147
H 2.205 11.560 17.855 0.102
H 1.456 13.776 18.210 0.080
H -0.687 14.653 17.223 0.101
H -1.832 13.235 15.606 0.102
H -0.914 10.964 15.050 0.108
N 8.066 14.885 13.664 0.076
C 8.374 14.198 12.562 -0.175
C 9.526 14.339 11.883 -0.087
C 10.569 15.150 12.372 -0.024
C 10.234 15.877 13.547 -0.052
C 8.968 15.764 14.098 -0.163
H 7.612 13.510 12.188 0.116
H 9.699 13.677 11.052 0.101
H 11.535 15.199 11.900 0.100
H 10.891 16.598 13.972 0.079
H 8.692 16.402 14.919 0.060
N 4.626 17.940 12.873 0.091
C 5.459 18.860 13.277 -0.181
C 6.812 18.847 12.940 -0.094
C 7.353 17.925 12.089 -0.067
C 6.453 16.968 11.532 -0.049
C 5.160 17.056 12.010 -0.165
H 5.105 19.684 13.923 0.087
H 7.455 19.637 13.245 0.093
H 8.423 18.011 11.910 0.109
H 6.793 16.210 10.826 0.104
H 4.456 16.269 11.721 0.092
N -0.161 20.167 13.832 0.052
C 0.202 21.395 14.203 -0.165
C 1.469 21.765 14.632 -0.092
C 2.424 20.813 14.765 -0.087
C 2.035 19.492 14.470 -0.074
C 0.771 19.192 13.955 -0.125
H -0.567 22.144 14.306 0.099
H 1.634 22.781 14.929 0.101
H 3.408 21.021 15.149 0.076
H 2.801 18.722 14.435 0.054
H 0.560 18.257 13.415 0.111
```

=====

6.
Below is C4H5NO3 in the gas phase, with properties calculated with ωB97M-V/def2-TZVPD.

Summary:
energy above the lowest of the compared OMol25 structures with the same formula, charge and spin: 105.10 kcal/mol
LUMO energy: 0.65 eV
SMILES: N#CC1OCOCO1

The geometry in XYZ format:
```
13
Properties=species:S:1:pos:R:3:lowdin_charge:R:1
C 1.995 0.315 0.882 -0.103
C 0.611 0.109 1.046 -0.439
C -1.249 0.946 -0.108 -0.132
C -0.220 -1.092 -0.967 -0.166
H 0.105 0.353 2.169 0.224
H -1.600 1.531 -0.992 0.154
H -2.003 0.897 0.760 0.163
H 0.494 -0.611 -1.843 0.178
H -0.283 -2.223 -1.260 0.165
N 3.053 0.135 0.347 0.195
O 0.064 1.128 0.252 -0.070
O -1.323 -0.387 -0.747 -0.111
O 0.355 -1.101 0.460 -0.058
```

=====

Number 1: electronic energy -1573.73267 Ha. Number 2: electronic energy -5969.20269 Ha. Number 3: electronic energy -2633.77521 Ha. Number 4: electronic energy -465.80356 Ha. Number 5: electronic energy -3474.01372 Ha. Number 6: electronic energy -435.75302 Ha.